# 1
{"formula": "C4H10N2O2", "method": "wB97M-V/def2-TZVPD", "elements": ["C", "C", "C", "C", "O", "N", "N", "O", "H", "H", "H", "H", "H", "H", "H", "H", "H", "H"], "xyz": [[-1.19387, -0.88123, -0.43845], [0.02429, 0.05886, -0.06879], [-0.54551, 1.27225, 0.71036], [0.69150, 0.60905, -1.42629], [1.02251, -0.34193, -2.31295], [1.05684, -0.60709, 0.67324], [0.84112, -0.80424, 1.90318], [1.68971, -1.17903, 2.71856], [-0.64738, -1.64926, -0.87460], [-1.74094, -1.18619, 0.38594], [-1.92431, -0.64432, -1.22200], [-1.41973, 0.74618, 1.27697], [-1.07225, 1.87533, -0.06064], [0.15558, 1.89728, 1.40820], [-0.12913, 1.31863, -1.91601], [1.57102, 1.01281, -1.01701], [1.73528, -0.88296, -1.91966], [-0.11474, -0.61416, 2.17996]], "forces_ev_per_a": [[1.7, 1.4, -1.2], [-2.1, 1.6, -1.4], [-1.3, -0.5, 0.9], [-3.4, 0.9, 2.0], [0.8, -2.3, -1.4], [1.0, -0.7, 0.5], [1.1, 0.2, -1.8], [-0.8, -0.1, -0.1], [0.5, -2.2, -0.6], [-0.8, -0.8, 1.9], [0.4, 1.0, 0.2], [1.4, 1.6, -0.2], [0.4, 0.1, 0.8], [-1.3, -1.3, -1.5], [2.2, -1.2, 1.0], [1.1, 1.8, 0.1], [-0.4, 0.3, -0.4], [-0.6, 0.1, 1.0]], "e_tot_ev": -11381.1929, "smiles": "CC(C)(CO)/N=[NH+]/[O-]", "total_charge": 0, "homo_energy_ev": -9.719, "orbital_gap_ev": 10.13}

***

# 2
{"formula": "C4H10N2O2", "method": "wB97M-V/def2-TZVPD", "elements": ["C", "O", "C", "O", "C", "N", "H", "H", "H", "H", "H", "H", "H", "C", "N", "H", "H", "H"], "xyz": [[-0.36976, -2.15089, -0.72400], [-0.63752, -0.92163, -0.08379], [0.34953, -0.09268, 0.46946], [1.40127, -0.92270, 0.89834], [0.90446, 1.10975, -0.07846], [1.69260, 1.14921, -1.17264], [-0.76390, -2.07529, -1.73899], [-0.90446, -2.90755, -0.14701], [0.65639, -2.51484, -0.82438], [1.12411, -1.46844, 1.64327], [0.44455, 2.06904, 0.33188], [1.69704, 0.32017, -1.75558], [1.94458, 2.05728, -1.53747], [-1.29821, 0.96368, 1.24996], [-1.31821, 2.03022, 0.39526], [-2.19911, 0.34776, 1.31330], [-0.95538, 1.21078, 2.25178], [-1.76799, 1.79613, -0.49093]], "forces_ev_per_a": [[0.1, -0.4, -0.6], [-0.4, 0.4, -0.6], [-2.0, -1.5, 2.3], [0.8, 0.2, 0.0], [-0.5, 1.9, -2.1], [-0.8, -0.3, 1.5], [-0.2, -0.2, 0.0], [-0.1, -0.1, -0.3], [0.2, 0.6, 0.3], [-0.2, 0.3, -0.1], [0.6, -0.7, -0.6], [0.3, 0.4, -0.1], [0.3, -0.4, 0.0], [0.5, 1.2, 0.3], [0.8, -0.7, 0.1], [0.7, -0.7, -0.5], [0.1, 0.2, 0.1], [-0.2, -0.2, 0.2]], "e_tot_ev": -11379.3572, "smiles": "CO/C(O)=C\\N.C=N", "total_charge": 0, "homo_energy_ev": [-6.658, -6.755], "orbital_gap_ev": [6.78, 6.99]}

***

# 3
{"formula": "C4H10N2O2", "method": "wB97M-V/def2-TZVPD", "elements": ["C", "N", "N", "C", "O", "H", "H", "H", "H", "H", "H", "C", "C", "O", "H", "H", "H", "H"], "xyz": [[-0.04006, 1.71231, -0.62704], [0.68947, 0.49435, -0.93230], [0.35676, -0.22918, -2.10283], [1.82675, 0.10457, -0.20044], [2.26382, 0.69232, 0.78132], [0.07199, 2.42213, -1.45060], [0.32636, 2.16101, 0.29917], [-1.09934, 1.46370, -0.51441], [-0.04463, -1.12586, -1.78231], [-0.42675, 0.23026, -2.57021], [2.38051, -0.70128, -0.71225], [-1.21426, -0.61775, 1.79655], [-0.50738, -1.56780, 0.87780], [-0.95661, -1.97845, -0.18861], [-2.05638, -0.15340, 1.27690], [-0.51148, 0.15303, 2.12211], [-1.56905, -1.16329, 2.67291], [0.51027, -1.89668, 1.25421]], "forces_ev_per_a": [[-0.1, -0.4, -0.1], [1.5, -0.1, 1.6], [-0.3, -0.8, 0.1], [-0.5, 1.6, -1.3], [-0.8, -0.6, -0.5], [0.0, 0.1, 0.1], [0.1, -0.2, -0.2], [0.0, 0.1, 0.0], [0.1, 0.4, -0.2], [0.4, 0.2, 0.2], [-0.4, -0.2, 0.2], [-0.1, 0.1, -0.5], [0.1, -0.6, -0.9], [0.6, 0.5, 1.6], [0.0, -0.1, 0.1], [0.0, -0.1, 0.1], [0.0, 0.0, 0.0], [-0.7, 0.1, -0.4]], "e_tot_ev": -11383.9590, "smiles": "CN(N)C=O.CC=O", "total_charge": 0, "homo_energy_ev": -8.722, "orbital_gap_ev": 9.54}

***

# 4
{"formula": "C4H10N2O2", "method": "wB97M-V/def2-TZVPD", "elements": ["N", "C", "C", "O", "C", "N", "C", "O", "H", "H", "H", "H", "H", "H", "H", "H", "H", "H"], "xyz": [[0.69086, -2.01178, -0.15493], [-0.23456, -1.04778, -0.39715], [0.43460, 0.05068, -1.06503], [2.64524, -1.35726, -1.54898], [-0.27198, 0.52739, 0.39518], [-1.18151, 1.32229, 0.08302], [-2.15078, 1.60714, 1.17086], [0.49909, 0.56586, 1.50706], [1.50044, -1.99244, -0.90081], [1.10140, -1.94045, 0.77564], [-1.27126, -1.34538, -0.27161], [1.50429, -0.00878, -0.86648], [0.02207, 0.69612, -1.82467], [3.30341, -1.61148, -2.20021], [0.58865, 1.49962, 1.00579], [-3.11863, 1.23080, 0.86519], [-1.88434, 1.12803, 2.11208], [-2.17697, 2.68745, 1.31504]], "forces_ev_per_a": [[-0.2, 0.0, 1.4], [1.7, -1.5, -2.6], [-1.0, -0.5, 0.5], [-0.1, 0.1, 0.0], [0.2, -0.2, -1.7], [-3.2, -1.1, 0.7], [1.0, 1.2, 0.1], [0.1, 2.5, -1.5], [0.7, 0.6, 0.2], [-0.3, -1.1, 0.2], [-0.2, 0.8, -0.1], [0.2, 0.0, -0.7], [-0.1, 0.0, 0.0], [-0.2, -0.1, 0.0], [1.8, -0.9, 3.5], [-0.1, 0.1, -0.3], [0.2, 0.1, 0.1], [-0.4, 0.0, 0.2]], "e_tot_ev": -11377.7231, "total_charge": 0, "homo_energy_ev": -7.954, "orbital_gap_ev": 6.09}

***

# 5
{"formula": "C4H10N2O2", "method": "wB97M-V/def2-TZVPD", "elements": ["C", "O", "C", "O", "C", "C", "N", "N", "H", "H", "H", "H", "H", "H", "H", "H", "H", "H"], "xyz": [[1.74571, -1.23272, 1.19227], [1.42039, 0.13959, 1.23311], [0.33007, 0.71194, 0.59627], [0.04237, 1.85454, 0.88701], [-0.10273, -0.00985, -0.65578], [0.42482, 0.62525, -1.91832], [-1.59256, 0.22561, -0.25461], [-2.23354, -0.15680, 0.94692], [2.30334, -1.44341, 0.27674], [2.36877, -1.42943, 2.06563], [0.89846, -1.92549, 1.21424], [-0.02758, -1.09761, -0.64072], [0.31987, 1.70729, -1.87428], [1.48162, 0.38421, -2.03758], [-0.13510, 0.25520, -2.77449], [-2.01145, 1.01154, -0.76083], [-1.99443, 0.49460, 1.69896], [-3.23802, -0.11446, 0.80545]], "forces_ev_per_a": [[0.1, -0.5, -0.5], [-1.1, 0.9, 0.9], [4.1, 0.8, -0.4], [0.0, -1.6, 0.0], [-3.7, 0.1, 3.3], [-0.8, 0.2, 0.1], [-1.3, 0.1, -4.1], [1.3, 0.1, 0.1], [0.2, -0.1, 0.1], [0.0, 0.1, -0.2], [-0.2, 0.4, 0.1], [0.6, 0.2, 0.1], [0.0, 0.1, 0.0], [-0.1, -0.1, 0.1], [0.1, -0.1, -0.1], [0.5, -0.3, 0.7], [-0.2, 0.1, -0.1], [0.3, -0.2, -0.2]], "e_tot_ev": -11382.7840, "smiles": "COC(=O)[C@H](C)NN", "total_charge": 0, "homo_energy_ev": -8.157, "orbital_gap_ev": 9.11}

***

# 6
{"formula": "C4H10N2O2", "method": "wB97M-V/def2-TZVPD", "elements": ["C", "C", "O", "O", "H", "H", "H", "H", "N", "C", "C", "N", "H", "H", "H", "H", "H", "H"], "xyz": [[2.17107, -1.38879, 0.18148], [2.00790, -0.87062, -1.21719], [1.08830, -0.22365, -1.63700], [3.04995, -1.21843, -2.01079], [2.22578, -2.47878, 0.13939], [1.31671, -1.08432, 0.77392], [3.09972, -1.02208, 0.61166], [2.86994, -0.84621, -2.89018], [-2.69975, 2.04320, -0.52463], [-1.66750, 1.18561, -0.01329], [-1.82523, 0.64238, 1.17779], [-0.87647, -0.23660, 1.79234], [-2.92598, 1.79231, -1.47947], [-2.36531, 3.00019, -0.56162], [-0.79493, 0.99907, -0.63035], [-2.73968, 0.86673, 1.72904], [-1.22329, -1.18831, 1.80484], [-0.71122, 0.02831, 2.75407]], "forces_ev_per_a": [[-0.1, -0.2, -0.2], [0.3, -0.1, 0.0], [-0.2, 0.1, -0.1], [0.0, 0.0, -0.1], [0.1, 0.0, 0.0], [-0.1, 0.1, 0.1], [0.1, 0.0, 0.0], [0.0, -0.1, 0.2], [0.0, 0.1, 0.0], [-0.1, 0.1, -0.3], [-0.2, -0.1, 0.5], [0.3, 0.0, -0.2], [0.0, 0.0, 0.0], [0.0, 0.0, 0.0], [0.1, -0.2, 0.1], [0.0, 0.1, -0.1], [0.0, 0.0, 0.0], [0.0, 0.0, 0.1]], "e_tot_ev": -11384.9993, "smiles": "CC(=O)O.N/C=C/N", "total_charge": 0, "homo_energy_ev": -9.028, "orbital_gap_ev": 9.84}

***

How do the records compare in F_max? In the order shown, they have 4.090; 3.384; 2.211; 4.047; 4.930; 0.573 eV/A.
How do the records compare in energy above the lowest of the compared OMol25 structures with the same formula, charge and spin? In the order shown, they have 550.9; 728.0; 284.0; 885.7; 397.4; 183.7 kJ/mol.